[1]
DFT (the ωB97M-V functional and the def2-TZVPD basis) results for an isolated molecule of C4H8O3S in a non-equilibrium geometry.

```
16
Properties=species:S:1:pos:R:3:forces:R:3:lowdin_charge:R:1
C 0.72320 -0.82627 1.71976 1.1116 0.5352 1.7430 -0.38
C -0.27315 0.78507 -0.27570 0.0449 1.6399 0.6224 -0.51
C 1.17295 1.08591 -0.69661 -0.1102 0.9168 1.1463 -0.28
C -0.85937 -0.39554 -0.96153 -0.1806 -0.8644 -1.0731 -0.55
H 0.79726 -1.09877 2.80432 -0.4363 0.3175 -0.8547 0.06
H 0.42473 -1.68921 1.16673 -0.2508 -0.5293 -0.4067 0.03
H 1.72256 -0.48039 1.42102 -0.5133 -0.4694 0.2239 0.03
H -0.82967 1.75831 -0.44389 0.2671 -1.3355 -0.0577 0.14
H 1.53415 1.90964 -0.03126 -0.5192 -0.2571 -0.8545 0.14
H 1.09334 1.40575 -1.72294 0.4349 0.2397 -0.6757 0.12
H 1.73393 -0.73973 -0.77966 -0.1379 -0.5074 -0.3567 0.07
H -2.50984 -1.24918 -1.45469 0.7471 1.4809 0.2155 0.16
O 2.12020 0.08561 -0.48865 0.4317 -0.0594 -0.4826 -0.08
O -2.18385 -0.33034 -1.20871 -0.2528 -1.1788 0.1853 0.10
O -0.19253 -1.35553 -1.31027 -0.3332 0.4700 0.4539 0.09
S -0.40618 0.56817 1.52412 -0.3030 -0.3987 0.1716 0.89
```
Forces are in eV/Å.

Its energy above the lowest of the compared OMol25 structures with the same formula, charge and spin is 8.67 kcal per mole. Its frontier orbital gap is 9.41 eV. The total energy comes out at -21255.342 eV. As for the spin multiplicity: 1.

[2]
DFT (the ωB97M-V functional and the def2-TZVPD basis) results for a structure of composition C4H8O4 in a non-equilibrium geometry.

```
16
Properties=species:S:1:pos:R:3:forces:R:3:lowdin_charge:R:1
C -1.54078 -0.79965 1.10872 0.4723 0.0519 0.0566 0.01
C -0.88799 -0.34618 -0.18787 -1.2460 0.0909 -0.7574 -0.60
O -0.51146 -1.44070 -0.96672 0.1175 0.3492 0.2856 0.05
O -1.34402 0.67488 -0.78830 0.2127 -0.7011 0.3030 0.04
H -0.59449 -1.16634 -1.89180 0.0290 0.0743 0.0966 0.12
H -1.62334 0.04770 1.78460 -0.0018 -0.0403 -0.0294 0.09
H -2.53313 -1.19002 0.88086 0.0633 0.0290 -0.0867 0.09
H -0.94621 -1.58697 1.57054 -0.0544 0.0156 0.0382 0.09
C 1.91612 0.03739 -0.44850 -0.1527 -0.1899 -0.1151 0.01
C 0.78602 0.50712 0.41076 0.4760 0.6753 0.5756 -0.33
O 0.22458 1.99745 -0.82902 0.4051 -0.1564 0.3612 -0.08
O 0.77792 0.85645 1.53780 -0.2368 -0.1932 -0.7221 0.16
H -0.29020 2.60396 -0.27532 -0.0253 -0.1173 -0.0145 0.05
H 1.62027 -0.01242 -1.48899 0.0107 0.0448 0.0134 0.09
H 2.23096 -0.94969 -0.10518 -0.0207 0.0850 0.0211 0.11
H 2.71575 0.76700 -0.31159 -0.0488 -0.0178 -0.0261 0.11
```
Forces are in eV/Å.

Its energy above the lowest of the compared OMol25 structures with the same formula, charge and spin is 136.33 kcal per mole. Its frontier orbital gap (spin up / spin down) is 6.93 / 8.67 eV. The total energy comes out at -12463.248 eV. As for the spin multiplicity: 1.

[3]
DFT (the ωB97M-V functional and the def2-TZVPD basis) results for a cluster of 2 separate species, C4H8O4P in total in a non-equilibrium geometry.

```
17
Properties=species:S:1:pos:R:3:forces:R:3:lowdin_charge:R:1
C 2.41401 -0.57750 -0.78242 -0.3040 0.0332 -1.1932 -0.26
C 1.46010 1.08838 0.96000 0.3355 -1.3350 0.5225 -0.09
C -2.24114 -1.19570 0.75270 1.0527 -1.2506 0.7477 -0.23
C 1.18708 -0.23438 0.07226 1.1451 4.6896 -1.7906 -0.19
O -1.32128 0.75968 -1.66458 1.7114 -0.5696 -0.0657 -0.46
O 3.40189 0.11642 -0.91956 -0.5783 -0.4733 0.3825 -0.01
O -3.83931 1.04178 -1.91405 0.7656 0.0692 1.1163 -0.49
O -3.07883 -0.39483 0.23733 -0.2549 0.3228 0.1732 -0.30
P -2.62188 0.98512 -1.00705 -2.6314 0.6937 -1.1856 0.48
H 0.76742 1.93480 0.67654 0.9664 -0.9962 0.3380 0.08
H 1.31207 0.77787 2.04326 -0.1275 0.6826 -1.1745 0.06
H 2.55793 1.34310 0.89116 -1.3169 0.1175 -0.1684 0.06
H -1.72129 -1.96171 0.16126 -0.1043 0.3689 -0.2053 0.05
H -1.90976 -1.16405 1.81573 -0.5334 0.3629 -0.5185 0.05
H 2.37235 -1.53141 -1.43628 -0.2347 0.8237 0.9927 0.13
H 0.27469 0.04235 -0.54447 0.9972 -0.7928 0.0824 0.08
H 0.98597 -1.02992 0.65815 -0.8885 -2.7466 1.9463 0.04
```
Forces are in eV/Å.

Its energy above the lowest of the compared OMol25 structures with the same formula, charge and spin is 61.33 kcal per mole. Its frontier orbital gap (spin up / spin down) is 6.42 / 7.17 eV. Its charge is -1. The total energy comes out at -21756.389 eV. As for the spin multiplicity: 1.